Entry 1:
Molecular formula: C36H62Br2N7NiO21
Method: DFT, wB97M-V/def2-TZVPD

The geometry in XYZ format:
```
129
Properties=species:S:1:pos:R:3
C 3.922 -2.244 -10.732
C 3.267 -3.331 -11.645
C 1.759 -3.540 -11.252
C 0.783 -2.466 -11.703
C 1.321 -1.472 -12.692
C 2.178 -2.186 -13.838
N 3.380 -2.883 -13.100
O 4.349 -3.490 -13.965
C 2.670 -1.058 -14.768
C 1.418 -3.343 -14.607
C 3.903 -4.783 -11.478
H 3.415 -1.281 -10.668
H 4.933 -2.146 -11.129
H 3.843 -2.674 -9.734
H 1.627 -3.905 -10.234
H 1.297 -4.411 -11.718
H 0.363 -1.932 -10.851
H -0.138 -2.885 -12.108
H 1.940 -0.829 -12.068
H 0.448 -0.935 -13.063
H 3.116 -1.253 -15.742
H 3.321 -0.343 -14.265
H 1.928 -0.274 -14.925
H 1.275 -4.283 -14.074
H 1.901 -3.490 -15.573
H 0.453 -2.946 -14.920
H 3.304 -5.576 -11.926
H 4.113 -4.956 -10.422
H 4.909 -4.775 -11.896
Ni -5.690 0.820 -8.360
C -3.488 -5.278 -9.522
C -3.375 -5.109 -7.981
N -3.701 -3.663 -7.467
C -3.707 -3.764 -5.923
C -2.652 -2.596 -8.019
C -1.203 -3.086 -8.028
C -5.138 -3.170 -7.937
C -6.349 -4.192 -7.632
O -6.747 -4.349 -6.251
C -7.481 -3.254 -5.789
H -3.825 -4.335 -9.953
H -4.167 -6.117 -9.672
H -2.541 -5.511 -10.008
H -2.393 -5.456 -7.661
H -4.127 -5.619 -7.379
H -3.776 -2.741 -5.551
H -2.725 -4.070 -5.561
H -4.557 -4.200 -5.398
H -2.857 -1.654 -7.511
H -2.927 -2.422 -9.059
H -0.911 -3.561 -7.092
H -0.589 -2.189 -8.109
H -0.928 -3.838 -8.768
H -4.980 -2.854 -8.968
H -5.363 -2.256 -7.387
H -6.265 -5.224 -7.973
H -7.151 -3.774 -8.241
H -8.042 -3.654 -4.945
H -8.292 -2.965 -6.458
H -6.904 -2.403 -5.429
C -7.931 1.079 -11.980
C -8.768 0.209 -12.565
C -9.004 -1.188 -11.992
O -9.825 -2.050 -12.525
C -8.506 -1.520 -10.765
C -7.571 -0.617 -10.121
C -7.381 0.814 -10.743
O -6.634 1.634 -10.106
O -6.944 -0.775 -9.060
O -9.337 0.645 -13.662
H -7.894 2.106 -12.313
H -8.586 -2.546 -10.438
C -1.769 0.368 -9.912
C -0.781 1.299 -9.762
C -0.958 2.629 -9.055
O -0.006 3.465 -8.810
C -2.101 2.949 -8.435
C -3.257 2.049 -8.623
C -3.119 0.734 -9.435
O -4.188 0.131 -9.501
O -4.323 2.276 -8.049
O 0.402 0.868 -10.070
H -1.534 -0.614 -10.295
H -2.177 3.909 -7.946
O -5.496 0.012 -6.549
H -5.110 0.019 -5.651
C -0.110 5.601 -6.159
N 0.548 4.468 -5.416
O 1.747 4.558 -5.067
O -0.119 3.529 -5.058
H -0.908 5.234 -6.805
H 0.645 5.970 -6.852
H -0.419 6.357 -5.437
C 2.770 3.195 -11.330
N 3.209 4.615 -11.268
O 4.341 4.839 -10.814
O 2.496 5.448 -11.889
H 2.917 2.930 -12.377
H 1.715 3.155 -11.060
H 3.413 2.606 -10.676
C -5.695 4.833 -10.015
N -6.896 5.223 -9.207
O -8.105 4.935 -9.497
O -6.587 5.967 -8.312
H -5.872 3.956 -10.637
H -4.859 4.572 -9.365
H -5.467 5.716 -10.612
C 2.466 1.885 -7.637
N 3.506 0.854 -7.203
O 4.252 0.977 -6.193
O 3.503 -0.134 -7.990
H 2.553 2.179 -8.683
H 2.364 2.712 -6.935
H 1.488 1.411 -7.549
C -4.412 4.548 -5.944
N -3.922 5.890 -5.466
O -4.678 6.887 -5.639
O -2.827 5.951 -4.844
H -3.543 3.890 -5.963
H -4.824 4.803 -6.921
H -5.061 4.245 -5.123
Br -2.917 -2.592 -11.848
C -3.308 -0.907 -12.889
C -4.361 -1.195 -14.004
Br -4.438 0.483 -15.169
H -2.332 -0.584 -13.251
H -3.579 -0.121 -12.185
H -5.306 -1.354 -13.484
H -4.145 -2.073 -14.612
```

The spin multiplicity is 4. As for the expectation value of S²: 3.76. For the energy, the calculation gives -10027.9575 Eh. The net charge is -2.

Entry 2:
Molecular formula: C3H18O8
Method: DFT, wB97M-V/def2-TZVPD

The geometry in XYZ format:
```
29
Properties=species:S:1:pos:R:3
O -0.918 0.983 0.449
C -1.236 1.945 -0.051
C -0.291 2.932 -0.604
C 1.003 2.297 -1.154
O 0.794 0.989 -1.548
H -2.318 1.989 -0.322
H -0.762 3.390 -1.464
H -0.098 3.617 0.258
H 1.445 2.908 -2.025
H 1.820 2.383 -0.312
H 0.362 0.381 -0.893
O -2.036 -1.249 0.232
H -2.884 -1.260 0.080
H -1.846 -0.392 0.686
O 1.448 -1.575 -0.435
H 2.185 -1.112 -0.727
H 1.777 -1.846 0.497
O 0.305 -4.092 -0.677
H 0.578 -3.146 -0.900
H -0.726 -4.004 -0.477
O 1.264 -2.747 1.818
H 1.184 -3.624 1.310
H 0.358 -2.503 1.764
O 1.710 0.930 3.768
H 1.858 0.141 4.126
H 0.831 1.174 3.740
O -2.133 0.737 -2.162
H -1.545 -0.041 -1.816
H -2.128 0.793 -3.160
```

For the energy, the calculation gives -726.9220 Eh.

Entry 3:
Molecular formula: H3NOS
Method: DFT, wB97M-V/def2-TZVPD

The geometry in XYZ format:
```
6
Properties=species:S:1:pos:R:3
N -0.452 0.129 0.935
S 0.500 0.746 -0.931
O 0.922 -0.778 -1.352
H -1.360 0.579 0.953
H 0.180 0.702 1.499
H 0.210 -1.378 -1.105
```

For the energy, the calculation gives -529.8949 Eh.

Entry 4:
Molecular formula: C25H35CuGeN7O2S2Se
Method: DFT, wB97M-V/def2-TZVPD

The geometry in XYZ format:
```
74
Properties=species:S:1:pos:R:3
Cu 0.796 -0.226 -1.311
N 0.264 -1.179 6.418
C -0.182 -1.214 5.091
C 0.619 -1.765 4.091
C 0.198 -1.756 2.773
C -1.020 -1.181 2.440
C -1.828 -0.635 3.426
C -1.412 -0.654 4.745
S -1.514 -1.142 0.740
O -2.946 -0.981 0.710
O -0.955 -2.327 0.134
N -0.735 0.102 0.044
C -1.149 1.381 0.304
N -1.926 1.647 1.371
C -2.260 2.911 1.571
C -1.834 3.947 0.757
C -1.009 3.571 -0.293
N -0.662 2.320 -0.531
H 0.944 -1.888 6.643
H -0.475 -1.144 7.102
H 1.576 -2.204 4.349
H 0.815 -2.191 1.995
H -2.773 -0.195 3.141
H -2.040 -0.226 5.519
H -2.891 3.104 2.434
H -2.113 4.975 0.934
H -0.606 4.314 -0.977
C 2.257 1.466 2.419
N 2.042 0.440 1.425
C 2.927 -0.484 1.067
N 4.144 -0.441 1.679
S 2.538 -1.696 -0.041
H 1.315 1.989 2.572
H 3.004 2.194 2.092
H 2.565 1.027 3.371
H 1.138 0.378 0.968
H 4.484 0.466 1.967
H 4.834 -1.019 1.227
C 1.875 0.824 -2.718
C 2.863 1.462 -1.915
C 4.153 0.895 -1.713
C 5.069 1.453 -0.860
C 4.772 2.623 -0.142
C 3.525 3.236 -0.366
C 2.613 2.685 -1.227
C 5.698 3.163 0.794
N 6.433 3.592 1.576
H 2.258 0.120 -3.454
H 1.085 1.470 -3.095
H 4.396 -0.025 -2.231
H 6.038 0.984 -0.724
H 3.289 4.158 0.156
H 1.650 3.156 -1.369
C -3.767 -3.021 -1.780
Ge -3.649 -1.617 -3.129
C -3.332 0.169 -2.417
C -5.346 -1.616 -4.134
C -2.237 -2.024 -4.442
Se -0.410 -1.662 -3.845
C -0.112 -3.305 -2.852
H -4.604 -2.813 -1.112
H -2.864 -3.067 -1.175
H -3.933 -3.984 -2.266
H -3.922 0.336 -1.515
H -3.592 0.918 -3.167
H -2.280 0.285 -2.157
H -6.182 -1.396 -3.468
H -5.526 -2.589 -4.594
H -5.331 -0.861 -4.922
H -2.386 -1.389 -5.318
H -2.285 -3.059 -4.784
H -0.758 -3.347 -1.981
H 0.922 -3.271 -2.513
H -0.256 -4.163 -3.506
```

For the energy, the calculation gives -8422.7403 Eh. The net charge is -1.

F_max values (in Eh/bohr) by entry order: 0.1281 0.1791 0.0745 0.0030.